DFT (ωB97M-V/def2-TZVPD) results for a structure of composition C29H27BBrN6O4SbTa.

Output
LUMO energy in hartree: -0.38135
Total charge: +3
HOMO energy in eV: -16.8
Kohn-Sham gap in eV: 6.406

Each line ends with the Mulliken charge.
CARTESIAN COORDINATES (ANGSTROEM)
1 H -3.0472 2.1013 0.4729  0.00
2 H 5.3296 2.2012 4.7953  0.47
3 H 1.2921 0.6359 3.4481  0.95
4 H -4.3190 -4.3696 3.6042  0.35
5 C 5.0479 -1.5031 -0.6683  -0.57
6 N -1.4883 -1.5822 1.2768  -0.08
7 C 3.9214 -1.7028 0.1285  1.07
8 C 5.8217 -2.5966 -1.0318  -0.83
9 C 3.2620 -0.8965 3.7555  -0.51
10 H -0.8634 -1.3220 3.2402  0.49
11 H 1.2634 1.1753 -2.7114  0.67
12 C -0.2088 2.2436 3.7233  -1.01
13 C 3.5535 4.0945 -1.5131  -0.67
14 H 3.5999 -1.5971 5.7523  0.45
15 C 3.7136 1.6930 -1.4617  -0.72
16 C 5.4809 -3.8701 -0.5988  -0.65
17 N -0.1255 1.2835 -1.0986  0.58
18 H -1.9832 3.3833 2.9356  0.54
19 H -2.5030 -2.8888 4.1950  0.39
20 C -0.0673 2.9437 -2.5853  -1.09
21 O 1.5517 -3.0374 -1.9167  -0.48
22 H 2.7125 -1.7865 3.4655  0.32
23 C -1.2207 2.6250 2.8408  -0.25
24 Sb 2.8341 -0.0801 0.8737  1.35
25 C -3.3832 -3.3582 2.2658  0.89
26 N 1.1392 -2.1920 -1.2431  0.98
27 H 6.7001 -2.4480 -1.6452  0.46
28 H 4.3178 2.9011 -3.1250  0.46
29 C 4.7404 1.3417 4.5051  -0.82
30 B -1.9172 1.7516 0.4463  0.31
31 O 0.6032 -2.3526 -0.0600  -0.48
32 Br -2.1720 -1.7246 -1.3499  0.17
33 H 0.1911 3.5577 -3.4309  0.51
34 C -2.3676 -2.2094 0.4740  0.49
35 C -2.4809 -2.7136 3.1278  -0.64
36 C 3.0175 4.0962 -0.2315  -0.93
37 C 2.8364 2.8987 0.4471  -0.40
38 H 4.1245 -5.0526 0.5709  0.46
39 C 3.8965 2.8978 -2.1282  -0.81
40 Ta -0.0279 -0.3269 0.1969  -0.50
41 H 3.7116 5.0310 -2.0316  0.47
42 H 5.3571 -0.5148 -0.9797  0.51
43 H -1.8564 0.4771 0.2703  0.36
44 O -4.3048 -4.2072 2.6485  -0.45
45 C 3.5906 -2.9789 0.5883  -0.58
46 H 2.7375 -3.1449 1.2357  0.32
47 N -1.1528 1.8596 1.7616  0.05
48 H 6.0896 -4.7166 -0.8867  0.43
49 H 3.9728 0.7683 -1.9619  0.52
50 C 4.3740 -4.0614 0.2168  -0.75
51 C 4.2386 1.2566 3.2116  -0.43
52 H -0.0045 2.6559 4.6965  0.52
53 C 4.4993 0.3238 5.4163  -0.60
54 H 2.4329 2.9144 1.4543  0.47
55 C 3.4960 0.1375 2.8487  0.71
56 C 3.7651 -0.7967 5.0436  -0.70
57 H 2.7582 5.0317 0.2466  0.50
58 N -1.0771 2.2103 -0.7546  0.00
59 N -0.1081 0.9734 1.8802  0.85
60 H 4.8972 0.3952 6.4195  0.45
61 O 1.0962 -0.9257 -1.5510  -0.53
62 C 3.2028 1.6992 -0.1650  0.94
63 C 0.4820 1.7392 -2.2336  -0.40
64 H -1.7471 4.0281 -1.5465  0.58
65 C 0.4579 1.2179 3.0932  -1.03
66 H 4.4509 2.0467 2.5025  0.51
67 C -1.5645 -1.8432 2.6024  -0.58
68 C -3.3209 -3.0860 0.8841  -0.48
69 C -1.0585 3.2007 -1.6293  -0.10
70 H -4.0102 -3.5598 0.1991  0.54


DFT (ωB97M-V/def2-TZVPD) results for a structure of composition C29H27BBrN6O4SbTa at a distorted geometry.

Output
LUMO energy in hartree: -0.40340
Total charge: +3
HOMO energy in eV: -16.8
Kohn-Sham gap in eV: 5.774

Each line ends with the Mulliken charge.
CARTESIAN COORDINATES (ANGSTROEM)
1 C 1.7818 -0.1297 -2.7616  -0.70
2 C 2.0710 -4.4413 -0.0992  -0.54
3 H 5.2543 -3.2551 -0.1345  0.38
4 C -3.7617 -3.2894 1.2619  -0.18
5 C -4.6487 -2.8644 -0.7140  -0.07
6 H -1.2969 1.2931 -2.4297  0.68
7 H 4.9933 -5.6615 -0.2060  0.34
8 C -4.2899 2.2982 0.6684  -1.02
9 H -0.8881 4.5940 2.9364  0.48
10 C -4.7303 -3.7223 0.3883  -1.03
11 C 3.4738 -4.4849 -0.1332  0.60
12 B -3.0848 -0.7398 -1.1832  0.16
13 C 3.9135 0.5808 2.7691  -0.59
14 C -0.3884 3.5372 -0.7554  -0.63
15 O 4.0283 -5.6816 -0.1803  -0.49
16 H 3.9817 -1.1389 -0.0179  0.46
17 O -1.6611 -0.1441 3.0702  -0.54
18 H 2.9885 2.4409 -0.5012  0.44
19 N 2.1205 -2.0318 -0.0264  0.24
20 C -0.2322 2.6092 0.2691  1.17
21 C -0.4312 0.8429 -2.9033  -0.68
22 C 1.5335 -3.1880 -0.0545  0.12
23 C 2.7317 0.2641 2.1149  -0.37
24 H -3.4849 -3.6853 2.2278  0.54
25 N -2.8171 0.6317 0.8225  0.43
26 N -3.4618 0.5234 -0.3854  0.09
27 H -2.9875 2.0035 2.4435  0.57
28 H -4.8805 3.1727 0.8838  0.51
29 C -0.9445 5.2162 0.8803  -0.68
30 C 3.2495 1.9056 0.4061  -0.62
31 H -5.2302 -2.8485 -1.6244  0.53
32 C 4.1721 -3.2718 -0.1101  -0.76
33 H 5.1047 2.9469 0.6486  0.47
34 H 2.6750 -0.6718 -4.6303  0.47
35 C 0.7154 0.1578 -4.9006  -0.67
36 H -4.9598 1.6103 -1.3697  0.55
37 H -1.2411 1.0434 -4.8771  0.48
38 O -0.2338 -1.6541 2.6357  -0.45
39 C 1.8028 -0.2560 -4.1434  -0.70
40 N -1.0580 -1.2081 3.5661  0.88
41 H -5.4117 -4.5457 0.5228  0.46
42 C -0.7672 4.2912 1.9040  -0.59
43 N -3.1237 -2.2157 0.7215  -0.36
44 C -0.7503 4.8431 -0.4420  -0.72
45 C -4.3390 1.5105 -0.4909  -0.18
46 O -1.2494 -1.6822 4.6136  -0.34
47 H 5.6888 1.7818 2.7510  0.45
48 Br -0.4424 -3.1131 -0.0811  0.15
49 C 4.4404 2.1983 1.0597  -0.77
50 H 1.4908 -5.3537 -0.1104  0.52
51 H 2.0870 -0.5079 2.5163  0.31
52 H 4.1699 0.0764 3.6915  0.48
53 C 3.4667 -2.0909 -0.0503  -0.66
54 C -0.4014 0.7081 -4.2824  -1.03
55 Ta -1.5227 -0.9415 1.1576  0.53
56 C 0.6623 0.4222 -2.1483  1.31
57 H -1.8301 -0.8489 -0.8562  0.39
58 C 4.7670 1.5417 2.2385  -0.67
59 C 2.4139 0.9293 0.9379  0.89
60 N -3.6891 -1.9742 -0.4973  0.36
61 C -3.3382 1.7160 1.4648  -0.34
62 Sb 0.5720 0.6845 -0.0661  1.14
63 H -0.2225 2.2854 2.4112  0.51
64 C -0.4053 2.9884 1.6013  -0.97
65 H 0.7406 0.0604 -5.9777  0.44
66 H -0.8635 5.5714 -1.2344  0.47
67 H -1.2152 6.2364 1.1184  0.47
68 H -3.2274 -0.6964 -2.3559  0.01
69 H -0.2172 3.2649 -1.7888  0.52
70 H 2.6378 -0.4432 -2.1797  0.34


DFT (ωB97M-V/def2-TZVPD) results for a structure of composition C29H27BNO2ReS4 at a distorted geometry.

Output
LUMO energy (alpha / beta) in hartree: -0.10977 / -0.19526
Total charge: +1
Spin multiplicity: 4
HOMO energy (alpha / beta) in eV: -9.8 / -10.4
Kohn-Sham gap (alpha / beta) in eV: 6.765 / 5.102

Each line ends with the Mulliken spin population.
CARTESIAN COORDINATES (ANGSTROEM)
1 H 4.0794 1.3244 0.7534  0.00
2 H 3.5309 3.6598 1.2638  0.00
3 C 3.5358 -5.6028 -3.5794  -0.01
4 H -2.1935 4.2265 3.0748  0.00
5 H 0.6653 -6.3305 -1.9668  0.00
6 S 0.5385 1.0344 -2.7140  -0.02
7 H -1.6012 -4.1954 -3.5626  0.00
8 Re 0.6347 -1.2028 -1.9834  1.76
9 C 2.4324 1.0408 -0.6701  -0.01
10 O -0.2938 0.3952 0.2887  0.14
11 H -3.6568 -3.1160 -4.0274  0.00
12 C 1.5256 1.7339 -1.4313  0.03
13 B 0.5102 -0.8864 0.0977  -0.03
14 C -3.1836 -2.1105 -3.8606  -0.02
15 H -2.8115 3.0926 6.1477  0.00
16 C -0.8891 1.6661 3.7608  0.03
17 H -0.4349 4.4343 3.3132  0.00
18 C -3.8945 -0.8802 -3.9323  0.03
19 C 1.3375 3.1152 -1.3083  0.00
20 O 0.6237 -1.4667 1.4408  0.13
21 H -3.5407 2.7941 4.5861  0.00
22 H -1.4749 2.2466 -2.9154  0.00
23 C -1.8440 -2.1219 -3.3627  0.02
24 H 0.0937 2.2245 6.2271  0.00
25 H 1.8938 4.8368 -0.1167  0.00
26 C 2.2827 -3.6170 -3.2858  -0.01
27 H 0.3933 -1.5411 4.2836  0.00
28 H -0.2949 3.9089 6.3337  0.00
29 H 2.7135 -7.4888 -2.9058  0.00
30 C 2.5818 -6.3792 -2.9463  0.02
31 H -0.3076 -3.2445 -4.2276  -0.01
32 H 0.6384 3.6385 -1.9772  0.00
33 H -4.8886 -0.8063 -4.3810  0.00
34 H -1.3455 2.4173 1.7045  0.00
35 C 2.0051 3.7886 -0.2868  0.05
36 H -1.5552 5.1219 4.4759  0.00
37 C 1.3068 -4.3627 -2.5656  0.04
38 C -0.9166 1.6180 2.3612  0.00
39 H -2.7874 1.4868 5.4854  0.00
40 C -1.0283 -3.2996 -3.4036  0.05
41 N -1.2960 -1.0409 -2.8082  -0.01
42 C -0.4306 0.5248 1.6810  0.05
43 H -3.6656 1.2324 -3.4645  0.00
44 H 4.4088 -6.1158 -4.0238  0.00
45 C 2.9616 3.1138 0.5010  -0.02
46 C -3.2494 0.2589 -3.4435  -0.02
47 H 0.8406 3.3200 5.1355  0.00
48 C -1.3887 4.2138 3.8349  0.00
49 C 0.0700 -0.6393 3.7534  0.01
50 H -0.3251 0.5658 5.5020  0.00
51 C -1.9859 0.1547 -2.8338  0.02
52 S -0.0270 -3.5378 -1.7831  -0.03
53 C 3.3937 -4.2584 -3.7663  0.01
54 S 2.4434 -0.7348 -0.7045  0.36
55 C 3.2060 1.7728 0.2570  0.04
56 H 4.1174 -3.7090 -4.3430  0.00
57 C -0.1251 3.0952 5.6230  0.00
58 H -1.2302 1.5704 -1.2532  0.01
59 C -0.3478 0.5123 4.4267  0.00
60 C -1.2709 2.8919 4.6211  0.00
61 C 0.1074 -0.5948 2.3534  0.06
62 C 1.4303 -5.7287 -2.4593  0.00
63 C -2.6800 2.5605 5.1800  0.00
64 C -1.2384 1.3543 -2.3317  0.03
65 S 1.9009 -1.9351 -3.8420  0.29


DFT (ωB97M-V/def2-TZVPD) results for a structure of composition C29H27BeN7.

Output
LUMO energy in hartree: -0.20876
Total charge: +2
HOMO energy in eV: -14.1
Kohn-Sham gap in eV: 8.448

Each line ends with the Mulliken charge.
CARTESIAN COORDINATES (ANGSTROEM)
1 C -0.4063 0.5279 -1.5407  -0.45
2 C -1.4257 -2.3481 2.5144  1.06
3 H -1.3077 2.6641 -2.8119  0.35
4 C -3.1660 2.4166 0.9418  -1.03
5 N 2.6271 0.2688 0.9067  0.08
6 C 4.5836 0.3626 -0.4878  -0.80
7 C -2.6304 3.2214 1.9438  -0.47
8 H -1.8232 4.0315 -4.7601  0.46
9 C 1.3600 -1.2365 3.3157  -0.78
10 C -0.4201 1.3859 -6.3393  -1.14
11 H 1.1891 -1.3480 4.3898  0.39
12 C -1.3529 3.0673 -4.8925  -1.12
13 H 1.0836 1.3454 2.6639  0.57
14 C 0.1642 0.9125 3.0600  -0.81
15 H -1.1298 3.3360 3.4847  0.55
16 C 2.7491 -0.6114 3.1906  -1.06
17 N 0.1671 -0.5316 2.7562  0.46
18 H 0.3735 -0.3416 -5.3921  0.33
19 C 0.4081 -1.4691 -1.5525  -1.65
20 H -2.6639 -4.8932 -0.0212  0.45
21 N -1.6434 4.0843 -8.2134  -0.41
22 N -0.0842 -0.4746 -0.7351  0.09
23 C 5.3038 -0.3762 0.4371  -0.44
24 Be -0.3820 -0.5697 0.9840  -0.49
25 C -2.3044 -4.1975 0.7231  -1.01
26 C 4.6769 -0.7367 1.6154  -0.96
27 C -2.4181 -4.4691 2.0797  -0.34
28 C 3.3472 -0.3837 1.8270  0.81
29 C -2.5584 1.2126 0.6624  -0.24
30 H 3.4124 -1.2785 3.7402  0.50
31 C -1.0561 2.2861 -3.7931  -0.53
32 H 0.8044 -2.3894 -1.1580  0.80
33 H 0.1201 1.1106 4.1350  0.51
34 N -0.1574 0.2219 -2.8253  0.43
35 H -1.5998 -2.7780 -0.7204  0.55
36 H 0.6548 -1.5668 -3.7391  0.52
37 H -0.8255 -1.4981 4.4027  0.55
38 C -0.1199 0.6073 -5.2368  -0.50
39 H -0.1652 1.0386 -7.3307  0.47
40 H -3.0715 4.1827 2.1705  0.47
41 H -4.0488 2.7158 0.3948  0.51
42 C -0.9919 1.5347 2.3334  0.49
43 C -1.0454 2.6183 -6.1753  0.38
44 H -2.8513 -5.4000 2.4195  0.46
45 N -1.2628 -2.1066 1.2032  0.54
46 C -1.7140 -3.0149 0.3271  0.11
47 H -2.0528 -3.6917 4.0565  0.52
48 H 1.3657 -2.2387 2.8806  0.47
49 N -1.4664 0.7929 1.3198  0.63
50 C 3.2624 0.6494 -0.2082  -0.19
51 C -1.0167 -1.1933 3.3731  -1.27
52 H 5.0334 0.7120 -1.4065  0.42
53 H -0.7555 1.4870 -1.2097  0.65
54 H -2.9513 0.5444 -0.0941  0.56
55 C -1.5414 2.7618 2.6653  -1.04
56 C -0.4432 1.0484 -3.9611  1.97
57 H -1.8561 -0.4976 3.3970  0.43
58 C 0.3543 -1.0566 -2.8429  -0.22
59 H 2.6839 1.2284 -0.9167  0.45
60 H 2.7802 0.3370 3.7338  0.33
61 H 6.3341 -0.6481 0.2511  0.44
62 C -1.9725 -3.5234 2.9911  -1.15
63 H 5.2177 -1.2728 2.3838  0.41
64 C -1.3751 3.4274 -7.3106  -0.05


ΔE to the lowest compared entry with this formula, charge and spin for the records above, in order: 17.6 192.1 26.1 53.6 kJ/mol